{
  "formula": "C49H49Cl2N7O8PTi",
  "method": "ωB97M-V/def2-TZVPD",
  "symbols": ["Ti", "O", "C", "O", "C", "C", "C", "C", "C", "C", "P", "C", "C", "C", "C", "C", "C", "C", "C", "C", "C", "C", "C", "H", "H", "H", "H", "H", "H", "H", "H", "H", "H", "H", "H", "H", "H", "C", "N", "C", "C", "N", "C", "C", "C", "C", "C", "C", "N", "C", "N", "C", "C", "N", "C", "C", "N", "C", "C", "H", "H", "H", "H", "H", "H", "H", "H", "H", "H", "H", "H", "H", "H", "H", "H", "H", "H", "H", "H", "H", "H", "H", "H", "H", "H", "H", "H", "Cl", "C", "C", "C", "Cl", "C", "O", "C", "C", "O", "C", "H", "H", "H", "O", "C", "C", "C", "C", "C", "C", "C", "O", "N", "O", "O", "H", "H", "H", "H"],
  "xyz": [[0.33147, -0.07236, 0.18425], [-2.74400, -0.45153, -2.45442], [-1.94895, 0.39365, -2.07327], [-1.04560, 0.20325, -1.18074], [-2.03988, 1.79638, -2.67044], [-3.18913, 2.05292, -3.42268], [-3.41413, 3.29311, -3.98888], [-2.48564, 4.31153, -3.80614], [-1.34296, 4.06621, -3.06848], [-1.09150, 2.81167, -2.50333], [0.44768, 2.56182, -1.52546], [0.29621, 3.98592, -0.37741], [1.21202, 5.02730, -0.28115], [1.08409, 5.99245, 0.71165], [0.03911, 5.92788, 1.61853], [-0.87774, 4.88651, 1.53223], [-0.74466, 3.92033, 0.55039], [1.78236, 3.05149, -2.67592], [1.62624, 3.19849, -4.05375], [2.72936, 3.40008, -4.87534], [4.00469, 3.45970, -4.33523], [4.17610, 3.29639, -2.96629], [3.07880, 3.07650, -2.14932], [-3.90012, 1.24641, -3.53846], [-4.31497, 3.47291, -4.56295], [-2.65548, 5.29328, -4.23149], [-0.62195, 4.86181, -2.91558], [2.03219, 5.10074, -0.98437], [1.81144, 6.79284, 0.77453], [-0.05582, 6.67559, 2.39626], [-1.68930, 4.81553, 2.24635], [-1.44201, 3.08951, 0.51893], [0.63972, 3.15058, -4.49605], [2.58582, 3.50960, -5.94361], [4.86242, 3.61941, -4.97685], [5.16760, 3.31955, -2.53081], [3.23510, 2.90570, -1.08915], [-3.90236, -0.05601, 2.63806], [-3.64536, -1.08922, 1.64871], [-4.04270, -0.71263, 0.30173], [-2.60884, -1.98378, 1.79857], [-1.91427, -2.30186, 0.75809], [-1.24188, -3.51354, 0.61346], [-1.62851, -4.71398, 1.22234], [-1.01183, -5.92044, 0.92838], [0.01762, -5.95737, -0.00337], [0.38548, -4.78288, -0.64357], [-0.24605, -3.56990, -0.37608], [0.11842, -2.41984, -1.11699], [-0.14613, -2.47943, -2.39128], [0.58886, -1.79526, -3.33341], [-0.03456, -1.15014, -4.46505], [2.03222, -1.81055, -3.35258], [-1.16933, -3.21984, -2.92696], [-1.01166, -3.93696, -4.16892], [-2.37386, -3.52116, -2.18370], [-2.42741, -2.44335, 3.08898], [-1.14262, -2.89824, 3.56864], [-3.53892, -2.75406, 3.96078], [-3.73298, 0.92590, 2.18817], [-3.22826, -0.15616, 3.48451], [-4.93590, -0.09649, 2.99728], [-3.98386, -1.56331, -0.36837], [-5.07015, -0.34220, 0.33794], [-3.38686, 0.06786, -0.09070], [-2.46024, -4.69513, 1.91681], [-1.34173, -6.82736, 1.42123], [0.52406, -6.88636, -0.23528], [1.17694, -4.78674, -1.38567], [-1.11657, -1.18927, -4.36908], [0.25979, -1.61813, -5.41394], [0.27476, -0.09927, -4.50342], [2.40166, -2.30236, -2.45821], [2.44261, -0.80070, -3.38620], [2.37746, -2.35500, -4.24438], [-0.03683, -3.73076, -4.60516], [-1.78579, -3.65435, -4.89108], [-1.08920, -5.01626, -3.99142], [-2.50018, -2.79140, -1.39015], [-2.35349, -4.53449, -1.76623], [-3.22524, -3.42773, -2.86361], [-0.37252, -2.68893, 2.83554], [-1.14606, -3.97701, 3.76098], [-0.89306, -2.37313, 4.49568], [-4.48124, -2.51498, 3.47711], [-3.47463, -2.20060, 4.90368], [-3.53430, -3.82465, 4.20156], [7.08857, 1.78238, 2.27923], [5.37946, 1.63782, 1.91076], [4.46602, 2.33147, 2.69669], [3.11484, 2.21553, 2.39558], [1.97356, 3.12598, 3.34101], [2.63903, 1.42929, 1.34437], [1.35600, 1.37894, 1.07101], [3.60306, 0.72886, 0.55524], [3.17548, -0.03816, -0.54197], [1.92402, -0.22403, -0.84881], [4.97774, 0.85511, 0.85794], [4.79224, 2.94834, 3.52072], [3.91619, -0.50210, -1.19389], [5.70912, 0.32738, 0.25794], [-0.95704, 0.58050, 1.44765], [-0.72540, 0.68411, 2.73315], [0.21346, -0.10432, 3.43215], [0.31678, 0.01278, 4.83138], [1.22825, -0.74717, 5.52599], [2.08790, -1.64581, 4.90075], [2.00020, -1.77145, 3.52393], [1.08083, -1.03478, 2.78507], [1.01942, -1.23233, 1.46719], [1.29510, -0.60349, 6.98880], [0.49641, 0.13649, 7.53311], [2.07554, -1.31327, 7.59622], [-1.27787, 1.44392, 3.28108], [-0.31784, 0.70771, 5.36363], [2.79837, -2.21299, 5.48127], [2.64752, -2.45029, 2.98389]],
  "lowdin_spin": [0.26, 0.00, 0.00, 0.01, 0.00, 0.00, 0.00, 0.00, 0.00, 0.00, 0.00, 0.00, 0.00, 0.00, 0.00, 0.00, 0.00, 0.00, 0.00, 0.00, 0.00, 0.00, 0.00, 0.00, 0.00, 0.00, 0.00, 0.00, 0.00, 0.00, 0.00, 0.00, 0.00, 0.00, 0.00, 0.00, 0.00, 0.00, 0.00, 0.00, 0.00, 0.00, 0.00, 0.00, 0.00, 0.00, 0.00, 0.00, 0.00, 0.00, 0.00, 0.00, 0.00, 0.00, 0.00, 0.00, 0.00, 0.00, 0.00, 0.00, 0.00, 0.00, 0.00, 0.00, 0.00, 0.00, 0.00, 0.00, 0.00, 0.00, 0.00, 0.00, 0.00, 0.00, 0.00, 0.00, 0.00, 0.00, 0.00, 0.00, 0.00, 0.00, 0.00, 0.00, 0.00, 0.00, 0.00, -0.01, 0.00, 0.13, 0.00, 0.00, 0.08, 0.04, 0.03, 0.32, 0.13, 0.10, 0.01, 0.02, 0.00, 0.12, 0.34, 0.03, 0.11, 0.00, 0.12, 0.00, 0.09, 0.04, 0.00, -0.01, -0.01, 0.02, 0.00, 0.01, 0.00],
  "e_homo_ev": [-3.1, -5.2],
  "total_charge": -1,
  "homo_lumo_gap_ev": [5.368, 7.498],
  "multiplicity": 3,
  "relative_energy_kcal_mol": 2.73,
  "energy_ha": -4993.1837
}

=====

{
  "formula": "C49H49GeLaN4O3PS3",
  "method": "ωB97M-V/def2-TZVPD",
  "symbols": ["La", "O", "S", "C", "C", "C", "C", "S", "O", "C", "C", "C", "C", "C", "C", "C", "C", "C", "C", "C", "C", "H", "H", "H", "H", "H", "H", "H", "H", "H", "H", "H", "H", "H", "H", "H", "H", "H", "H", "S", "C", "N", "C", "C", "C", "C", "C", "C", "H", "H", "H", "H", "H", "C", "Ge", "C", "C", "C", "C", "C", "C", "C", "C", "C", "C", "C", "C", "C", "C", "C", "C", "C", "C", "H", "H", "H", "H", "H", "H", "H", "H", "H", "H", "H", "H", "H", "H", "H", "C", "P", "C", "C", "H", "H", "H", "H", "H", "H", "H", "H", "H", "N", "C", "O", "C", "C", "N", "C", "N", "H", "H"],
  "xyz": [[0.46409, -0.13072, 1.00264], [0.08887, -1.83671, 2.68296], [0.19119, -3.19505, 3.34962], [-1.28513, -4.04930, 2.74347], [-1.43286, -4.09800, 1.21168], [-2.77357, -3.53412, 0.71695], [-2.75564, -2.01486, 0.59009], [-1.75787, -1.16555, -0.70611], [-0.22683, -1.59624, -0.43080], [-1.74785, -3.14169, -2.03740], [-2.93139, -3.27369, -2.76405], [-3.23848, -4.40942, -3.51302], [-2.33371, -5.46513, -3.56315], [-1.12083, -5.35391, -2.88920], [-0.83848, -4.20270, -2.15085], [1.37051, -4.16626, 2.42311], [2.06346, -3.63390, 1.35165], [2.98437, -4.42602, 0.68202], [3.21871, -5.72826, 1.09733], [2.53741, -6.24240, 2.19370], [1.61347, -5.45847, 2.86424], [-2.09816, -3.49415, 3.22152], [-1.24255, -5.04336, 3.19579], [-1.31180, -5.12923, 0.87964], [-0.64251, -3.52370, 0.72724], [-3.57271, -3.80858, 1.42016], [-3.02275, -3.99330, -0.23561], [-2.37425, -1.55899, 1.50957], [-3.75213, -1.60721, 0.41765], [-3.65314, -2.44809, -2.73183], [-4.17859, -4.48089, -4.05512], [-2.56672, -6.36115, -4.12852], [-0.40266, -6.17048, -2.93809], [0.12206, -4.13357, -1.63392], [1.90061, -2.61522, 1.03520], [3.52680, -4.01817, -0.16209], [3.93417, -6.34491, 0.56857], [2.73947, -7.24964, 2.53516], [1.09270, -5.84733, 3.73267], [-1.46671, 2.47631, 4.88408], [-1.10346, 1.19848, 3.78816], [-0.23495, 1.46051, 2.88385], [0.24942, 2.76266, 3.01808], [1.21088, 3.37095, 2.21049], [1.60357, 4.65779, 2.49653], [1.04000, 5.36458, 3.56886], [0.07475, 4.78933, 4.36317], [-0.30980, 3.47734, 4.07740], [-1.61551, 0.24764, 3.86485], [1.62456, 2.84212, 1.36138], [2.34029, 5.14153, 1.86767], [1.35759, 6.38071, 3.76546], [-0.36997, 5.33467, 5.18538], [-1.75748, 0.39625, 0.25462], [-1.60189, 1.73530, -1.08633], [-1.02463, 1.41241, -2.96302], [-1.27058, 2.38729, -3.93426], [-0.86263, 2.20968, -5.24972], [-0.20781, 1.04027, -5.62511], [0.01830, 0.04839, -4.68286], [-0.38694, 0.23657, -3.36426], [-3.47057, 2.40809, -1.47540], [-3.90728, 3.73342, -1.50382], [-5.24753, 4.05696, -1.71815], [-6.18054, 3.05320, -1.92628], [-5.76416, 1.72525, -1.92109], [-4.43163, 1.41498, -1.69204], [-0.72060, 3.46963, -0.63738], [-1.25313, 4.22533, 0.41570], [-0.82096, 5.51812, 0.67694], [0.18848, 6.08085, -0.09506], [0.75971, 5.33877, -1.12036], [0.30081, 4.05011, -1.39100], [-1.79745, 3.29571, -3.65631], [-1.06282, 2.97876, -5.98733], [0.10869, 0.89968, -6.65181], [0.49821, -0.87927, -4.97494], [-0.23272, -0.56299, -2.64564], [-3.19709, 4.54018, -1.36127], [-5.55930, 5.09615, -1.72356], [-7.22347, 3.30025, -2.08688], [-6.48438, 0.93221, -2.08998], [-4.12041, 0.37415, -1.66646], [-2.04472, 3.79557, 1.02330], [-1.26797, 6.08745, 1.48449], [0.52524, 7.09288, 0.09871], [1.54753, 5.76981, -1.72780], [0.73194, 3.50233, -2.22199], [2.87894, -1.29452, -2.33308], [2.91106, -0.21366, -0.85534], [4.63966, -0.43773, -0.30307], [3.03703, 1.42101, -1.68510], [3.71971, -1.08039, -2.99759], [1.94295, -1.14030, -2.86814], [2.91185, -2.34186, -2.02712], [5.32487, -0.25591, -1.13372], [4.78151, -1.45447, 0.06927], [4.85789, 0.25151, 0.51259], [3.88829, 1.44489, -2.36985], [3.15353, 2.21484, -0.94395], [2.11977, 1.60687, -2.24875], [4.20581, 2.04763, 2.87505], [3.58098, 0.82515, 2.93896], [2.75444, 0.53694, 2.03756], [3.98082, -0.04457, 3.97806], [4.93080, 0.40600, 4.93432], [5.71104, 0.82931, 5.67484], [3.44404, -1.34864, 4.12542], [3.03204, -2.41676, 4.28561], [3.73007, 2.73956, 2.32448], [4.69473, 2.38713, 3.68771]],
  "mulliken_charge": [1.39, -0.18, -0.12, -1.15, 0.75, -1.57, -0.37, 0.38, 0.10, 0.35, -0.53, -0.52, -0.48, -0.55, -0.69, 0.47, 0.60, -0.55, -0.69, -0.69, -1.02, 0.56, 0.58, 0.78, -0.97, 0.63, 0.22, -0.04, 0.60, 0.19, 0.40, 0.33, 0.38, 0.19, 0.03, 0.38, 0.40, 0.39, 0.42, -0.36, -0.48, 0.85, -1.16, -0.17, -1.14, -0.89, -0.50, 1.28, 0.27, 0.97, 0.50, 0.41, 0.42, -0.91, 2.63, -0.57, 0.09, -0.79, -0.63, -1.05, 0.35, -0.44, 0.20, -0.78, -0.44, -0.82, -0.27, -0.09, -0.41, -0.71, -0.74, -0.80, -0.27, 0.43, 0.39, 0.36, 0.45, 0.15, 0.23, 0.39, 0.35, 0.40, 0.11, 0.56, 0.45, 0.38, 0.40, 0.35, -0.83, 0.97, -1.24, -1.33, 0.48, -0.10, 0.21, 0.49, 0.27, 0.25, 0.61, 0.30, 0.09, -0.37, 0.32, 0.39, 0.27, -0.55, -0.64, 0.31, -0.62, 0.15, 0.26],
  "e_homo_ev": -2.8,
  "total_charge": -1,
  "homo_lumo_gap_ev": 4.736,
  "energy_ha": -5985.7476
}